The following is a quantum chemistry calculation of a structure of composition C31H64HgNO15S6, from the OMol25 dataset.

Gap between HOMO and LUMO (Eh): 0.0712
LUMO (eV): -9.184
E (eV): -134555.5183
Largest force on an atom (eV/A): 2.98
Relative energy (zero: lowest compared OMol25 entry of this formula, charge and spin) (kJ/mol): 787.2
Total charge: +1

Structure (XYZ):
```
118
C31H64HgNO15S6 | the OMol25 dataset | ωB97M-V/def2-TZVPD
Hg -3.5905 1.2089 0.5039
O 2.2477 -1.2229 -0.4678
C 1.0505 -0.6536 -0.2944
O 0.2312 -0.4059 -1.1360
O 0.6412 -0.3008 0.8474
H 2.5552 -1.2844 0.4396
C 6.2684 -1.7750 3.7419
C 5.2698 -2.4123 4.6884
N 4.4154 -3.4370 4.0917
C 5.1315 -4.6311 3.7300
C 4.2465 -5.5717 2.8410
C 3.2583 -3.6088 5.0443
C 3.6383 -4.2897 6.3941
H 5.8656 -1.5248 2.7604
H 7.0847 -2.4753 3.5650
H 6.5821 -0.8304 4.1863
H 5.7545 -2.7225 5.6141
H 4.5896 -1.5941 4.9251
H 6.0219 -4.2874 3.2034
H 5.4811 -5.0905 4.6546
H 3.3426 -5.9169 3.3430
H 3.8613 -5.0763 1.9498
H 4.7937 -6.4734 2.5658
H 2.4086 -4.0870 4.5570
H 2.8923 -2.6315 5.3590
H 4.3720 -3.6837 6.9257
H 4.0370 -5.3001 6.3042
H 2.8397 -4.3742 7.1311
C -1.7965 -5.9856 -3.7115
C -1.8727 -4.8687 -4.7864
C -3.3348 -4.4055 -4.8104
S -4.0612 -4.6241 -3.1185
O -5.1784 -5.5575 -3.1159
O -4.1658 -3.3085 -2.5017
C -2.4914 -5.4794 -2.4864
H -0.7834 -6.3202 -3.4883
H -2.4383 -6.7630 -4.1260
H -1.5607 -5.1826 -5.7825
H -1.2385 -3.9950 -4.6362
H -3.9341 -4.9300 -5.5546
H -3.5566 -3.3534 -4.9894
H -2.7864 -6.1765 -1.7021
H -1.9260 -4.7073 -1.9647
C 5.4372 0.0252 -8.0828
C 5.4123 0.9942 -6.8030
C 6.6569 1.9192 -6.7662
S 7.7513 1.4128 -8.2080
O 9.1130 1.1562 -7.7518
O 7.4462 2.1332 -9.4101
C 6.8819 -0.1693 -8.5026
H 4.8600 0.5938 -8.8120
H 4.8717 -0.8991 -7.9646
H 5.4751 0.3028 -5.9626
H 4.5355 1.6408 -6.7671
H 7.2046 1.6092 -5.8762
H 6.5213 3.0000 -6.7251
H 7.3572 -0.9912 -7.9673
H 7.0541 -0.4035 -9.5531
C -5.7786 -6.4357 5.1368
C -5.4107 -6.0697 6.5664
C -4.8936 -4.6310 6.5653
S -5.8166 -3.6539 5.1299
O -4.9198 -3.1733 4.0735
O -6.8868 -2.8418 5.6942
C -6.6080 -5.3048 4.5546
H -6.2634 -7.4095 5.2067
H -4.7999 -6.6042 4.6875
H -4.6661 -6.8131 6.8510
H -6.2913 -6.2483 7.1834
H -3.8212 -4.6132 6.3712
H -5.1518 -4.1622 7.5148
H -6.8158 -5.2523 3.4859
H -7.5716 -5.4655 5.0381
C 2.2083 7.9261 -2.5930
C 1.7534 9.1006 -1.7659
C 0.5688 8.5735 -1.0262
S 0.9772 6.8056 -0.5908
O -0.1482 5.9379 -0.9592
O 1.5223 6.7964 0.7968
C 2.3382 6.6082 -1.8047
H 3.0930 8.2797 -3.1226
H 1.4998 7.7687 -3.4062
H 1.4957 9.9616 -2.3826
H 2.5992 9.4103 -1.1522
H -0.3111 8.5485 -1.6692
H 0.3138 9.1457 -0.1342
H 2.0695 5.6565 -2.2631
H 3.2878 6.5309 -1.2751
C -3.7260 3.5572 -8.4943
C -5.0427 4.3481 -8.4685
C -5.7609 4.1020 -7.1329
S -4.4678 4.2181 -5.8747
O -4.5614 3.1947 -4.8370
O -4.2349 5.5935 -5.5326
C -3.0969 3.7490 -7.0651
H -3.1304 3.8351 -9.3638
H -3.9377 2.5362 -8.8118
H -5.6524 4.1279 -9.3448
H -4.6822 5.3755 -8.5200
H -6.1464 3.0848 -7.0639
H -6.4686 4.8477 -6.7707
H -2.6877 2.8157 -6.6785
H -2.3085 4.4845 -6.9049
C -2.3383 2.5062 9.3569
C -1.1607 3.4710 9.1221
C -1.0742 3.6873 7.5832
S -2.7439 3.8023 6.9709
O -2.9028 2.8601 5.8590
O -3.0901 5.1931 6.7587
C -3.4902 3.1110 8.5521
H -2.5619 2.2972 10.4030
H -2.1469 1.4798 9.0440
H -0.2371 2.9913 9.4462
H -1.4038 4.4391 9.5600
H -0.6239 2.7891 7.1606
H -0.4700 4.5672 7.3621
H -4.2815 2.4058 8.2979
H -3.8865 3.9432 9.1339
```

These are the Löwdin partial charges, in e, on atoms 1 to 8:
1 Hg 0.572
2 O 0.200
3 C -0.732
4 O 0.275
5 O 0.228
6 H 0.132
7 C -0.079
8 C -0.263